Computed, not measured: a 10-piece molecular cluster, C3H26N6O10 overall in a non-equilibrium geometry, with ωB97M-V/def2-TZVPD.

The geometry in XYZ format:
```
45
Properties=species:S:1:pos:R:3:mulliken_charge:R:1
O 1.555 -0.451 -1.909 0.69
H 2.436 -0.495 -2.283 -0.07
H 0.976 -0.690 -2.633 -0.32
O 3.510 0.020 1.514 -0.59
H 4.422 0.024 1.226 0.26
H 3.048 -0.481 0.842 0.29
O 1.417 -2.060 2.752 -0.56
H 2.254 -2.437 3.023 0.28
H 1.628 -1.157 2.512 0.28
O -1.377 -1.723 2.071 -0.61
H -2.315 -1.656 1.893 0.24
H -1.027 -0.863 1.840 0.18
O -1.968 0.967 2.144 -0.55
H -2.258 1.652 1.542 0.28
H -2.681 0.886 2.777 0.23
O 0.428 -0.156 0.455 -0.21
H 0.917 -0.271 -0.360 0.08
H 0.220 0.778 0.480 -0.20
O 1.378 2.400 -2.723 -0.43
H 1.355 2.069 -1.825 0.31
H 2.205 2.877 -2.782 0.22
C 0.966 3.213 1.110 0.50
O 1.497 2.626 0.196 -0.61
N 1.175 3.053 2.399 -0.39
N 0.093 4.122 0.863 -0.36
H 0.641 3.560 3.091 0.14
H 1.805 2.318 2.688 0.25
H -0.136 4.243 -0.113 0.23
H -0.462 4.572 1.577 0.14
C -2.000 0.958 -1.837 -0.51
O -2.097 1.879 -1.036 -0.37
N -2.712 -0.127 -1.960 -0.41
N -1.062 0.827 -2.769 -0.48
H -3.384 -0.267 -1.220 0.27
H -2.541 -0.797 -2.697 0.41
H -0.344 1.538 -2.780 0.14
H -1.036 -0.005 -3.340 0.35
C -0.699 -3.887 -0.174 -0.11
O -0.453 -3.913 1.007 -0.48
N -0.691 -2.729 -0.758 0.57
N -0.988 -4.995 -0.817 -0.45
H -1.037 -2.757 -1.707 0.06
H -0.452 -1.925 -0.195 -0.17
H -1.234 -4.883 -1.790 0.25
H -0.975 -5.858 -0.292 0.25
```

The LUMO energy (spin up / spin down) is 2.538 / 2.455 eV. For the gap between HOMO and LUMO (spin up / spin down), the calculation gives 2.36 / 7.73 eV. Its max |F| is 0.104 Eh/bohr. Its spin multiplicity is 2. Its net charge is -1. The value obtained for the electronic energy is -1210.88045 a.u.

---

Computed, not measured: C10H8BrCl3N2O2PdS3SbSi as an isolated structure, with ωB97M-V/def2-TZVPD.

The geometry in XYZ format:
```
32
Properties=species:S:1:pos:R:3:mulliken_charge:R:1
Pd -1.673 -0.111 0.469 0.83
S -5.726 -0.887 -2.165 -0.85
Sb -5.326 0.021 -0.047 0.45
S -3.630 -1.416 1.153 -0.55
S -3.405 1.536 -0.037 -0.61
Cl -2.067 -0.816 3.936 -0.38
Si -2.882 0.383 2.363 0.57
Cl -4.738 0.969 3.258 -0.37
Cl -1.714 2.135 2.885 -0.40
N -2.678 -0.063 -3.243 0.08
C -1.621 0.792 -3.474 -0.52
C -0.621 0.389 -2.637 -0.19
N -1.052 -0.667 -1.877 -0.47
C -2.283 -0.901 -2.263 -0.41
H -3.678 0.071 -3.408 0.21
H -1.681 1.597 -4.185 0.40
H 0.355 0.818 -2.485 0.37
H -2.953 -1.628 -1.830 0.56
Br 7.123 -0.221 1.226 -0.26
C 5.217 -0.189 1.098 0.25
C 4.596 0.961 0.643 -0.58
C 3.213 0.974 0.551 -0.19
C 2.469 -0.143 0.908 -0.11
C 3.118 -1.284 1.363 -0.21
C 4.502 -1.316 1.462 -0.55
C 0.963 -0.123 0.800 1.23
O 0.344 -1.159 1.147 -0.98
O 0.434 0.938 0.365 -0.92
H 5.183 1.827 0.369 0.39
H 2.681 1.850 0.206 0.41
H 2.515 -2.139 1.634 0.41
H 5.017 -2.199 1.816 0.39
```

The LUMO energy (spin up / spin down) is 3.558 / 3.558 eV. For the gap between HOMO and LUMO (spin up / spin down), the calculation gives 5.12 / 5.30 eV. Its max |F| is 0.012 Eh/bohr. Its spin multiplicity is 2. Its net charge is -2. The value obtained for the electronic energy is -6453.03122 a.u.

---

Computed, not measured: C41H21BiN10O7S as an isolated structure in a non-equilibrium geometry, with ωB97M-V/def2-TZVPD.

The geometry in XYZ format:
```
81
Properties=species:S:1:pos:R:3:mulliken_charge:R:1
Bi -0.803 -0.225 0.374 1.52
C 1.561 2.196 6.044 -0.74
C 0.309 2.847 5.962 -0.51
C -0.351 3.007 4.772 -0.50
C 0.210 2.384 3.638 0.42
C -0.291 2.266 2.287 -0.01
N 0.543 1.364 1.617 -0.21
C 1.655 1.156 2.360 0.03
N 2.800 0.643 2.041 -0.71
C 2.973 0.575 0.648 -0.25
C 3.619 1.424 -0.224 0.53
C 4.493 2.514 -0.011 -0.73
C 5.091 3.086 -1.098 -0.44
C 4.795 2.657 -2.420 -0.64
C 3.877 1.706 -2.695 -0.65
C 3.320 1.010 -1.551 0.49
C 2.478 -0.116 -1.531 -0.07
N 1.953 -0.880 -2.533 -0.64
C 0.684 -0.755 -2.671 -0.45
N -0.126 0.090 -1.911 -0.05
C -1.345 0.164 -2.634 -0.62
N -2.319 1.009 -2.421 -0.50
C -2.361 1.910 -1.397 -0.59
N -1.726 1.708 -0.204 0.19
C -1.888 2.746 0.635 -0.56
N -1.357 2.854 1.918 -0.50
C -2.593 3.725 -0.030 0.61
C -3.061 5.041 0.296 -0.57
C -3.556 5.831 -0.694 -0.58
C -3.809 5.314 -2.014 -0.47
C -3.560 4.024 -2.323 -0.65
C -2.890 3.180 -1.364 0.64
C -1.398 -0.797 -3.688 0.83
C -2.401 -1.055 -4.623 -0.44
C -2.120 -1.963 -5.653 -0.56
C -0.817 -2.468 -5.774 -0.68
C 0.120 -2.266 -4.790 -0.44
C -0.148 -1.391 -3.768 0.44
N 2.292 -0.368 -0.167 0.38
C 1.388 1.655 3.724 0.20
C 2.085 1.562 4.923 -0.19
H 1.905 2.074 7.051 0.36
H -0.083 3.336 6.853 0.36
H -1.226 3.613 4.606 0.48
H 4.697 2.890 0.980 0.44
H 5.805 3.927 -0.898 0.29
H 5.233 3.216 -3.216 0.37
H 3.609 1.349 -3.743 0.32
H -2.978 5.398 1.261 0.62
H -3.781 6.883 -0.515 0.33
H -4.232 5.938 -2.777 0.38
H -3.906 3.656 -3.271 0.45
H -3.334 -0.605 -4.510 0.61
H -2.869 -2.217 -6.457 0.30
H -0.610 -3.119 -6.621 0.37
H 1.144 -2.570 -4.915 0.51
H 2.979 0.943 4.945 0.47
O -2.822 -0.749 4.012 -0.75
N -2.054 -0.624 3.068 1.14
O -0.863 -1.009 3.008 -0.51
O -2.455 0.054 2.039 -0.57
O 3.584 -2.602 0.623 -0.51
C 2.422 -2.583 0.550 0.19
O 1.659 -1.457 0.287 0.34
C 1.428 -3.692 0.612 -0.05
C 0.665 -3.887 -0.514 0.23
C -0.223 -4.939 -0.636 -1.52
C -0.385 -5.650 0.516 1.08
O -1.230 -6.673 0.696 -0.55
C -1.397 -6.787 2.097 -0.31
O -0.202 -6.197 2.741 -0.57
C 0.262 -5.361 1.694 1.09
C 1.273 -4.444 1.764 -0.85
H 0.767 -3.190 -1.374 0.23
H -0.728 -5.130 -1.611 0.34
H -1.445 -7.861 2.355 0.24
H -2.278 -6.178 2.313 0.37
H 1.835 -4.300 2.679 0.49
S -2.640 -2.037 -0.772 -0.41
C -2.508 -3.083 0.538 0.35
N -2.349 -3.698 1.493 -0.49
```

The LUMO energy is 4.253 eV. For the gap between HOMO and LUMO, the calculation gives 5.70 eV. Its max |F| is 0.067 Eh/bohr. Its net charge is -2. The value obtained for the electronic energy is -3262.01789 a.u.

---

Computed, not measured: one molecule with the formula C6H15N in a non-equilibrium geometry, with ωB97M-V/def2-TZVPD.

The geometry in XYZ format:
```
22
Properties=species:S:1:pos:R:3:mulliken_charge:R:1
C -2.092 1.091 2.407 -1.19
C -1.811 0.707 0.940 -0.27
C -0.392 1.140 0.504 -0.86
C 0.608 -0.030 0.431 -0.69
C 0.205 -1.111 -0.592 -0.47
C 1.287 -1.466 -1.642 -0.76
N 2.145 -0.320 -2.022 -0.49
H -1.137 1.008 2.920 0.31
H -2.883 0.649 3.028 0.35
H -2.553 2.091 2.305 0.27
H -2.695 0.886 0.337 0.43
H -1.634 -0.383 0.932 0.17
H -0.021 1.983 1.095 0.45
H -0.448 1.398 -0.562 0.32
H 1.540 0.352 -0.008 0.45
H 0.936 -0.461 1.380 0.36
H -0.578 -0.729 -1.265 0.30
H 0.082 -2.040 -0.042 0.29
H 2.003 -2.161 -1.192 0.37
H 0.981 -1.945 -2.575 0.33
H 3.106 -0.506 -2.264 0.16
H 1.680 0.291 -2.667 0.16
```

The LUMO energy is 1.123 eV. The structure (SMILES) is CCCCCCN. For the gap between HOMO and LUMO, the calculation gives 10.09 eV. Its max |F| is 0.058 Eh/bohr. Its net charge is 0. The value obtained for the electronic energy is -292.30723 a.u.

---

Computed, not measured: a 2-piece molecular cluster, C18H38IN3O4 overall in a non-equilibrium geometry, with ωB97M-V/def2-TZVPD.

The geometry in XYZ format:
```
64
Properties=species:S:1:pos:R:3:mulliken_charge:R:1
C 4.955 -0.308 0.981 -1.39
C 3.784 -1.223 0.640 0.18
C 3.735 -1.648 -0.838 -0.70
C 3.455 -0.481 -1.785 -0.43
O 2.116 -0.494 -2.301 -0.25
N 1.174 -0.153 -1.296 1.26
C 1.077 1.308 -1.059 -1.29
C 0.024 1.599 0.028 -0.52
N -0.601 2.894 -0.252 0.20
C 0.418 3.945 -0.492 -1.10
C -1.416 3.360 0.848 0.71
C -0.931 3.253 2.271 -1.24
O -2.454 3.895 0.613 -0.53
N -0.931 0.550 0.237 0.26
C -1.292 -0.335 -0.868 2.56
C -1.637 -1.709 -0.237 -1.98
C -0.465 -2.443 0.419 0.32
C -0.996 -3.532 1.366 -1.20
C -1.397 -2.982 2.741 -0.36
O -0.859 -3.765 3.808 -0.58
C -2.545 0.105 -1.687 -1.40
C -3.462 1.137 -1.040 0.70
C -4.082 0.709 0.274 -1.31
O -4.498 1.338 -2.019 -0.57
C -0.141 -0.588 -1.864 -2.44
H 4.792 0.695 0.583 0.32
H 5.895 -0.669 0.569 0.34
H 5.041 -0.180 2.059 0.40
H 2.865 -0.682 0.908 -0.14
H 3.790 -2.103 1.283 0.42
H 4.693 -2.099 -1.086 0.54
H 2.940 -2.385 -0.950 0.23
H 4.067 -0.603 -2.674 0.33
H 3.730 0.483 -1.354 0.22
H 1.306 -0.666 -0.418 -0.41
H 0.859 1.743 -2.030 0.21
H 2.038 1.666 -0.704 0.47
H 0.590 1.693 0.965 0.40
H 1.272 3.806 0.182 0.38
H 0.725 3.968 -1.533 0.32
H -0.020 4.913 -0.264 0.45
H -0.499 2.291 2.523 0.25
H -0.194 4.044 2.428 0.33
H -1.756 3.469 2.942 0.41
H -0.764 0.053 1.095 0.44
H -1.944 -2.331 -1.078 0.63
H -2.504 -1.632 0.419 0.41
H 0.192 -2.906 -0.318 0.27
H 0.139 -1.767 1.040 0.01
H -0.265 -4.325 1.515 0.52
H -1.870 -3.973 0.887 0.35
H -1.051 -1.950 2.879 0.19
H -2.471 -3.015 2.902 0.33
H 0.097 -3.798 3.699 0.31
H -2.273 0.478 -2.673 0.34
H -3.163 -0.778 -1.853 0.45
H -2.921 2.078 -0.961 -0.02
H -4.979 1.284 0.505 0.56
H -3.387 0.880 1.094 0.20
H -4.355 -0.347 0.270 0.27
H -5.309 1.572 -1.560 0.38
H -0.085 -1.614 -2.213 0.35
H -0.251 0.010 -2.765 0.32
I 1.997 -1.728 -4.800 -0.73
```

The LUMO energy is -0.484 eV. For the gap between HOMO and LUMO, the calculation gives 5.67 eV. Its max |F| is 0.030 Eh/bohr. Its net charge is 0. The value obtained for the electronic energy is -1471.42521 a.u.